1.
DFT (the ωB97M-V functional and the def2-TZVPD basis) results for an isolated molecule of C4H10N2O2 at a distorted geometry.

highest occupied orbital energy	-8.783	eV
charge	0
SMILES	N[C@H]1[C@@H](O)[C@]1(N)CO
Kohn-Sham gap	9.528	eV

The geometry in XYZ format:
```
18
Properties=species:S:1:pos:R:3:mulliken_charge:R:1
N -1.64149 1.11052 -0.72905 -0.68
C -0.43271 0.98136 0.00249 -0.32
C -0.42414 0.03140 1.18965 -0.31
O -1.65517 -0.63668 1.44884 -0.61
C 0.25175 -0.32631 -0.10862 1.05
N -0.47529 -1.30007 -0.83435 -0.70
C 1.78503 -0.44834 -0.10153 -0.90
O 2.49672 0.55912 0.57867 -0.52
H -2.39412 0.54138 -0.27801 0.28
H -1.99738 2.10274 -0.66218 0.27
H 0.12733 1.92989 0.03097 0.23
H 0.19628 0.29529 2.07176 0.33
H -1.64222 -1.44972 0.88706 0.38
H -0.71529 -0.87357 -1.71429 0.28
H 0.12575 -2.09179 -1.08933 0.22
H 2.12142 -1.36111 0.34483 0.38
H 2.08475 -0.52768 -1.22273 0.27
H 2.18881 1.46356 0.18583 0.33
```

=====

2.
DFT (the ωB97M-V functional and the def2-TZVPD basis) results for a 2-piece molecular cluster, C4H10N2O2 overall at a distorted geometry.

highest occupied orbital energy	-8.102	eV
charge	0
Kohn-Sham gap	8.037	eV

The geometry in XYZ format:
```
18
Properties=species:S:1:pos:R:3:mulliken_charge:R:1
C 0.01260 -0.90108 -1.82187 -0.36
C 0.39287 0.67049 -0.99720 0.29
N 1.67059 0.60805 -0.53295 -0.32
O 0.49863 -1.94364 -1.18712 -0.73
O -0.17644 1.69739 -1.30166 -0.64
H 0.12554 -1.87136 0.10789 0.36
H 2.24520 1.43765 -0.54446 0.24
H 2.12315 -0.29372 -0.54147 0.25
H -1.08102 -0.84405 -1.91731 0.30
H 0.53222 -0.62728 -2.75064 0.37
C -0.94018 1.02287 1.72019 -1.13
C -0.96009 -0.20163 0.87014 0.08
N -0.27318 -1.28215 1.12209 -0.39
H 0.49229 -1.15548 1.77895 0.27
H -1.80493 -0.32753 0.20302 0.37
H 0.00539 1.13716 2.25151 0.35
H -1.75692 0.97547 2.44669 0.34
H -1.10572 1.89884 1.09422 0.32
```

=====

3.
DFT (the ωB97M-V functional and the def2-TZVPD basis) results for a 2-piece molecular cluster, C4H10N2O2 overall at a distorted geometry.

highest occupied orbital energy	-9.177	eV
charge	0
SMILES	C=C(C)C(=O)O.NN
Kohn-Sham gap	9.445	eV

The geometry in XYZ format:
```
18
Properties=species:S:1:pos:R:3:mulliken_charge:R:1
C -1.07320 -1.45754 1.33118 -0.98
C -1.00380 -0.26289 0.72032 0.87
C -1.84907 0.09256 -0.46220 -1.16
C -0.01858 0.71326 1.23688 0.44
O 0.79019 0.52628 2.12788 -0.62
O -0.06144 1.88440 0.58015 -0.45
H -1.76743 -2.22284 0.99896 0.31
H -0.44648 -1.70176 2.18562 0.30
H -2.34108 -0.79014 -0.88523 0.37
H -2.62639 0.80703 -0.17390 0.30
H -1.24954 0.53490 -1.26370 0.27
H 0.60988 2.42800 1.04439 0.33
N 1.73617 0.37622 -1.83232 -0.44
N 2.06058 -0.80000 -1.07446 -0.52
H 1.09572 1.01034 -1.34269 0.20
H 2.57325 0.92628 -2.04743 0.25
H 1.27846 -1.46221 -1.04874 0.27
H 2.29274 -0.60190 -0.09472 0.25
```

=====

4.
DFT (the ωB97M-V functional and the def2-TZVPD basis) results for a 2-piece molecular cluster, C4H10N2O2 overall at a distorted geometry.

highest occupied orbital energy	-9.910	eV
charge	0
SMILES	CC(N)=O.CC(N)=O
Kohn-Sham gap	10.580	eV

The geometry in XYZ format:
```
18
Properties=species:S:1:pos:R:3:mulliken_charge:R:1
C -0.91015 -2.02839 0.79341 -0.83
C -0.99888 -0.78649 1.65489 0.66
N -0.09072 -0.81978 2.71813 -0.43
O -1.71675 0.17907 1.59096 -0.60
H -1.88289 -2.51387 0.87215 0.26
H -0.15446 -2.69609 1.19080 0.31
H -0.72352 -1.76815 -0.24411 0.25
H -0.15871 -0.16002 3.48328 0.22
H 0.48298 -1.56839 3.04920 0.17
C 0.01298 2.12594 -1.23533 -0.89
C 0.88313 1.37638 -2.19046 0.56
N 1.34930 0.11665 -1.76741 -0.41
O 0.97561 1.68722 -3.35379 -0.56
H 0.47416 2.63753 -0.38656 0.30
H -0.73192 1.53710 -0.69948 0.23
H -0.49804 2.83198 -1.88909 0.30
H 1.73664 -0.26968 -2.61337 0.24
H 1.95125 0.11899 -0.97322 0.23
```

=====

5.
DFT (the ωB97M-V functional and the def2-TZVPD basis) results for a 2-piece molecular cluster, C4H10N2O2 overall at a distorted geometry.

highest occupied orbital energy	-9.892	eV
charge	0
SMILES	CC(N)=O.CC(N)=O
Kohn-Sham gap	10.596	eV

The geometry in XYZ format:
```
18
Properties=species:S:1:pos:R:3:mulliken_charge:R:1
C 0.43351 1.42258 2.41588 -1.04
C 0.56440 -0.06107 2.06194 0.68
N 1.01141 -0.16300 0.74657 -0.36
O 0.13216 -1.03449 2.63079 -0.62
H 1.29433 2.00059 2.11590 0.34
H 0.17674 1.45604 3.47030 0.31
H -0.36979 1.87078 1.81623 0.27
H 1.16866 -1.06292 0.33753 0.17
H 1.21702 0.64797 0.17648 0.22
C 0.17793 -0.97361 -2.31276 -1.04
C -0.60315 0.07633 -1.57347 0.75
N -1.78041 -0.46564 -1.05896 -0.40
O -0.32210 1.24831 -1.58250 -0.62
H 0.55232 -0.44936 -3.20353 0.28
H -0.38550 -1.83188 -2.64808 0.39
H 1.00929 -1.39570 -1.73593 0.25
H -2.33928 0.17283 -0.52193 0.23
H -1.93753 -1.45777 -1.13445 0.19
```

=====

6.
DFT (the ωB97M-V functional and the def2-TZVPD basis) results for a 2-piece molecular cluster, C4H10N2O2 overall at a distorted geometry.

highest occupied orbital energy	-9.207	eV
charge	0
SMILES	CNC=O.CNC=O
Kohn-Sham gap	9.778	eV

The geometry in XYZ format:
```
18
Properties=species:S:1:pos:R:3:mulliken_charge:R:1
C -1.87038 0.63880 -2.81168 -0.73
N -2.06362 0.78214 -1.35131 -0.08
C -3.21826 1.25981 -0.81396 0.11
O -3.94970 1.98487 -1.51659 -0.61
H -2.25885 -0.35620 -3.08677 0.28
H -0.81321 0.70131 -3.12005 0.26
H -2.44312 1.40444 -3.36158 0.27
H -1.37926 0.34189 -0.73135 0.22
H -3.38106 0.90413 0.23232 0.29
C 2.23897 -0.55964 2.91286 -0.75
N 2.78858 -1.17429 1.73522 -0.14
C 2.27014 -1.16229 0.49211 0.09
O 1.06055 -0.78359 0.28912 -0.61
H 1.62832 0.31992 2.64811 0.27
H 3.04120 -0.23765 3.59795 0.31
H 1.59827 -1.28736 3.43873 0.25
H 3.76766 -1.46348 1.80079 0.26
H 2.98377 -1.31282 -0.35392 0.32
```

=====

7.
DFT (the ωB97M-V functional and the def2-TZVPD basis) results for an isolated molecule of C4H10N2O2 at a distorted geometry.

highest occupied orbital energy	-9.109	eV
charge	0
SMILES	CNCC(=O)NCO
Kohn-Sham gap	9.887	eV

The geometry in XYZ format:
```
18
Properties=species:S:1:pos:R:3:mulliken_charge:R:1
C 0.42480 -0.09216 -2.61607 -0.76
N 1.39218 0.19391 -1.52833 -0.44
C 0.88642 -0.14002 -0.19949 -0.67
C 0.03173 1.00607 0.35017 0.66
O 0.07907 2.13824 -0.05361 -0.61
N -0.94992 0.61488 1.27025 -0.22
C -0.69626 -0.36720 2.27982 -0.33
O -1.24642 -1.65854 1.93400 -0.54
H -0.15984 -0.96811 -2.31770 0.28
H -0.26432 0.72236 -2.83293 0.28
H 1.00793 -0.47068 -3.45512 0.30
H 1.55885 1.17592 -1.51587 0.28
H 0.30489 -1.05301 -0.11695 0.33
H 1.76356 -0.33491 0.42427 0.25
H -1.57686 1.35545 1.54378 0.25
H -1.12435 -0.03165 3.22249 0.32
H 0.34797 -0.59233 2.46897 0.28
H -1.77943 -1.49822 1.14230 0.33
```

=====

8.
DFT (the ωB97M-V functional and the def2-TZVPD basis) results for a 3-piece molecular cluster, C4H10N2O2 overall at a distorted geometry.

highest occupied orbital energy	-8.227	eV
charge	0
SMILES	Cc1c[nH]cn1.O.O
Kohn-Sham gap	8.457	eV

The geometry in XYZ format:
```
18
Properties=species:S:1:pos:R:3:mulliken_charge:R:1
C -1.12879 -3.15596 -1.90725 -1.00
C -0.81507 -2.03957 -0.92870 0.47
C -1.77070 -1.21067 -0.38807 -0.41
N -1.15000 -0.01772 -0.06294 -0.02
C 0.23157 -0.28112 -0.21743 -0.14
N 0.41016 -1.42502 -0.83821 -0.55
H -1.38461 -2.74082 -2.87850 0.27
H -0.11885 -3.65875 -2.12088 0.29
H -1.73543 -3.93559 -1.40658 0.31
H -2.83233 -1.32504 -0.32555 0.41
H -1.58971 0.77940 0.06689 0.10
H 1.01005 0.30738 0.20504 0.29
O 2.97899 0.66458 0.97413 -0.56
H 3.82391 0.79019 0.70871 0.28
H 2.59845 1.43168 1.05317 0.25
O 0.45976 5.44984 2.37065 -0.65
H 0.29866 4.47270 2.51889 0.32
H 0.71393 5.89448 3.17663 0.32
```